1.
# C26H33N3O3

An isolated molecule of C26H33N3O3 (ωB97M-V/def2-TZVPD, OMol25).

Its spin multiplicity is 1. As for the HOMO-LUMO gap: 8.283 eV. The HOMO energy is -7.85 eV.

The geometry in XYZ format:
```
65
C26H33N3O3 (ωB97M-V/def2-TZVPD)
C 0.9777 1.4120 -10.5807
O 2.1734 1.1605 -9.8845
C 2.0941 0.7028 -8.6055
C 3.3424 0.4787 -7.9776
C 3.4043 0.0228 -6.6966
C 2.2258 -0.2385 -5.9613
C 2.2542 -0.7060 -4.6378
C 1.0961 -0.9563 -3.9288
C 1.1943 -1.4238 -2.5565
C 0.1818 -1.7084 -1.7339
C 0.3586 -2.2896 -0.3798
O -0.1686 -3.3522 -0.0916
N 1.1671 -1.6284 0.4876
C 1.3484 -2.1546 1.8223
C 0.5787 -1.3103 2.8381
N 1.0339 0.0663 2.7513
C 0.5211 0.9192 3.8132
C -1.0037 1.0628 3.7793
O -1.5154 1.7345 2.8969
N -1.7607 0.3846 4.6770
C -1.2677 -0.3128 5.8435
C -1.0973 0.6394 7.0358
C -2.3538 0.7976 7.9012
C -3.6892 0.7350 7.1501
C -3.7097 1.4546 5.8007
C -3.1957 0.5939 4.6439
C 0.7903 0.5899 1.4177
C 1.5626 -0.2438 0.3915
C -0.1444 -0.7323 -4.5699
C -0.2013 -0.2785 -5.8544
C 0.9742 -0.0158 -6.5904
C 0.9315 0.4565 -7.9169
H 1.2773 1.7654 -11.5660
H 0.3801 2.1841 -10.0852
H 0.3778 0.5026 -10.6890
H 4.2331 0.6826 -8.5509
H 4.3610 -0.1458 -6.2239
H 3.2159 -0.8704 -4.1706
H 2.2081 -1.5461 -2.1919
H -0.8468 -1.6729 -2.0613
H 2.4159 -2.1300 2.0636
H 0.9877 -3.1843 1.8310
H -0.5025 -1.4054 2.6391
H 0.7856 -1.6894 3.8417
H 0.9316 1.9196 3.6477
H 0.9021 0.5461 4.7630
H -0.3198 -0.7972 5.6108
H -1.9807 -1.1032 6.0886
H -0.2849 0.2825 7.6715
H -0.7946 1.6116 6.6412
H -2.3644 0.0154 8.6637
H -2.2828 1.7539 8.4235
H -3.9769 -0.3071 6.9925
H -4.4499 1.1743 7.7990
H -4.7406 1.7256 5.5646
H -3.1303 2.3772 5.8521
H -3.6932 -0.3820 4.6579
H -3.4164 1.0889 3.6962
H 1.1374 1.6241 1.3831
H -0.2795 0.5782 1.1578
H 1.3660 0.1382 -0.6091
H 2.6353 -0.1748 0.6040
H -1.0599 -0.9246 -4.0329
H -1.1579 -0.1126 -6.3299
H -0.0368 0.6158 -8.3659
```


2.
# C26H33N3O3

An isolated molecule of C26H33N3O3 (ωB97M-V/def2-TZVPD, OMol25).

Its spin multiplicity is 1. As for the HOMO-LUMO gap: 8.939 eV. The HOMO energy is -8.31 eV.

The geometry in XYZ format:
```
65
C26H33N3O3 (ωB97M-V/def2-TZVPD)
O -0.4517 -2.1288 1.5790
C 0.4724 -1.5449 1.0197
C 1.7587 -1.3671 1.7542
C 2.9614 -1.8015 1.2029
C 4.1263 -1.7355 1.9441
C 4.1018 -1.2324 3.2350
C 2.9063 -0.8087 3.7906
C 1.7355 -0.8871 3.0583
N 0.4223 -1.0798 -0.2566
C 1.1580 0.1376 -0.5569
C 0.2671 1.3826 -0.4120
N 1.0788 2.5806 -0.2959
C 1.6394 3.0002 -1.5713
C 2.5402 4.2151 -1.3480
O 1.8349 5.2830 -0.7644
C 1.2672 4.8829 0.4597
C 0.3307 3.6890 0.2779
C -0.6199 -1.5104 -1.2114
C -1.9194 -0.6798 -1.0327
O -2.4164 -0.0700 -1.9580
N -2.4044 -0.7328 0.2255
C -3.5215 -0.0885 0.7630
C -4.3453 0.7598 0.0295
C -5.4264 1.3652 0.6446
C -5.6993 1.1376 1.9824
C -4.8792 0.2933 2.7136
C -3.7966 -0.3162 2.1110
C -0.1434 -1.3368 -2.6634
C 1.0620 -2.2127 -2.9896
C 0.7204 -3.6834 -2.7791
C 0.2261 -3.9025 -1.3542
C -0.9697 -3.0039 -1.0498
H 2.9784 -2.1996 0.1983
H 5.0557 -2.0793 1.5148
H 5.0144 -1.1782 3.8096
H 2.8844 -0.4241 4.7993
H 0.7951 -0.5754 3.4875
H 1.9716 0.2428 0.1613
H 1.5917 0.0841 -1.5535
H -0.4478 1.4523 -1.2468
H -0.3065 1.2815 0.5143
H 0.8430 3.2637 -2.2896
H 2.2367 2.1888 -1.9886
H 3.3783 3.9220 -0.6971
H 2.9288 4.5860 -2.2979
H 2.0639 4.6079 1.1675
H 0.7207 5.7463 0.8423
H -0.5132 3.9840 -0.3694
H -0.0621 3.3851 1.2503
H -1.8945 -1.3230 0.8877
H -4.1373 0.9357 -1.0124
H -6.0623 2.0212 0.0686
H -6.5461 1.6134 2.4539
H -5.0843 0.1084 3.7578
H -3.1542 -0.9765 2.6768
H -0.9796 -1.6274 -3.3017
H 0.0555 -0.2888 -2.8849
H 1.3597 -2.0427 -4.0263
H 1.9089 -1.9495 -2.3522
H -0.0616 -3.9784 -3.4822
H 1.5972 -4.3046 -2.9727
H -0.0684 -4.9444 -1.2163
H 1.0292 -3.6905 -0.6450
H -1.7766 -3.2232 -1.7530
H -1.3347 -3.2217 -0.0484
```


Energies in kcal/mol, measured from the most stable structure: 1 21.0; 2 0.0.


1.
# C57H63Cl2O

A cluster of 8 separate species, C57H63Cl2O in total (ωB97M-V/def2-TZVPD, OMol25).

Its spin multiplicity is 1. As for the total charge: -1. As for the HOMO-LUMO gap: 4.330 eV. The HOMO energy is -2.25 eV.

The geometry in XYZ format:
```
123
C57H63Cl2O (ωB97M-V/def2-TZVPD)
C -2.1385 2.5927 1.6695
C -2.1025 1.0153 2.0932
O -1.4870 0.9514 3.3767
C -1.1863 -0.3764 3.8912
C -1.7963 -1.5909 3.0417
C -3.4008 -1.8061 3.2686
C -4.1393 -2.4860 2.0163
C -3.8539 -1.8086 0.6027
C -2.7946 -2.5273 -0.3136
C -2.3497 -2.0045 -1.6967
C -2.9791 -0.6905 -2.2293
C -4.0430 0.0345 -1.3512
C -4.4804 -0.5057 0.0579
C 0.4331 -0.4948 3.7044
Cl 1.0023 -0.3832 1.9447
C 1.0655 -1.7384 4.5236
C 2.6960 -1.7259 4.4557
Cl 0.5649 -1.8009 6.2853
H -2.9395 3.1443 2.2861
H -2.3768 2.6116 0.5370
H -1.0858 2.9900 1.8547
H -1.5681 0.4857 1.2358
H -3.2196 0.7042 2.1300
H -1.4907 -1.6431 1.9403
H -1.3397 -2.5485 3.5161
H -3.5270 -2.5292 4.1582
H -3.8855 -0.8186 3.5805
H -5.2798 -2.4020 2.1963
H -3.8545 -3.5895 1.9667
H -2.3109 -3.4936 0.0811
H -1.5669 -2.5741 -2.2919
H -2.6252 -0.3196 -3.2477
H -4.5227 1.0018 -1.7445
H -5.2604 0.0621 0.6769
H 0.8387 0.4521 4.2350
H 0.7537 -2.6953 3.9656
H 3.1364 -1.5896 5.5113
H 3.1068 -0.8778 3.8120
H 3.0773 -2.7055 3.9715
C 0.9627 5.8755 0.5387
C 0.5544 7.1844 0.3016
C -0.1502 7.4951 -0.8573
C -0.4551 6.4941 -1.7750
C -0.0498 5.1845 -1.5360
C 0.6627 4.8755 -0.3816
H 1.5151 5.6340 1.4410
H 0.7864 7.9635 1.0207
H -0.4628 8.5170 -1.0451
H -1.0088 6.7352 -2.6765
H -0.2888 4.4038 -2.2508
H 0.9831 3.8554 -0.1981
C 7.2723 5.2889 0.0091
C 6.4723 6.4228 -0.0961
C 5.0870 6.2966 -0.1391
C 4.5011 5.0362 -0.0671
C 5.3008 3.9026 0.0419
C 6.6864 4.0280 0.0757
H 8.3525 5.3875 0.0392
H 6.9291 7.4061 -0.1454
H 4.4636 7.1802 -0.2279
H 3.4216 4.9380 -0.0959
H 4.8435 2.9199 0.0996
H 7.3097 3.1435 0.1551
C -7.2881 0.6137 3.9786
C -8.1483 0.9242 5.0273
C -9.3271 0.2042 5.1979
C -9.6408 -0.8335 4.3248
C -8.7784 -1.1459 3.2785
C -7.6048 -0.4201 3.1026
H -6.3706 1.1772 3.8438
H -7.9002 1.7286 5.7120
H -10.0008 0.4508 6.0118
H -10.5573 -1.3983 4.4604
H -9.0217 -1.9560 2.5982
H -6.9359 -0.6611 2.2833
C 4.4222 2.5433 -5.6408
C 5.1567 1.3620 -5.6032
C 6.0126 1.1075 -4.5350
C 6.1259 2.0307 -3.4996
C 5.3885 3.2100 -3.5356
C 4.5400 3.4687 -4.6078
H 3.7577 2.7431 -6.4750
H 5.0630 0.6389 -6.4074
H 6.5904 0.1893 -4.5087
H 6.7890 1.8305 -2.6645
H 5.4759 3.9287 -2.7273
H 3.9694 4.3908 -4.6380
C 5.8789 -3.3485 0.7466
C 7.0561 -2.7080 1.1218
C 7.0183 -1.3955 1.5823
C 5.8011 -0.7264 1.6768
C 4.6235 -1.3681 1.3050
C 4.6626 -2.6774 0.8360
H 5.9090 -4.3710 0.3843
H 8.0041 -3.2323 1.0545
H 7.9370 -0.8940 1.8686
H 5.7708 0.2956 2.0405
H 3.6743 -0.8470 1.3802
H 3.7450 -3.1753 0.5413
C 7.2531 -2.8972 -7.9429
C 6.4976 -2.0745 -7.1130
C 5.4626 -2.6131 -6.3532
C 5.1903 -3.9765 -6.4168
C 5.9485 -4.7993 -7.2440
C 6.9770 -4.2595 -8.0102
H 8.0575 -2.4768 -8.5374
H 6.7146 -1.0124 -7.0585
H 4.8690 -1.9707 -5.7111
H 4.3871 -4.3973 -5.8213
H 5.7370 -5.8626 -7.2920
H 7.5643 -4.9006 -8.6590
C -8.8351 -4.9065 1.8755
C -8.3285 -4.5728 0.6231
C -8.9249 -5.0803 -0.5271
C -10.0346 -5.9143 -0.4250
C -10.5434 -6.2450 0.8273
C -9.9414 -5.7448 1.9778
H -8.3676 -4.5133 2.7723
H -7.4672 -3.9171 0.5434
H -8.5257 -4.8254 -1.5030
H -10.5027 -6.3062 -1.3220
H -11.4097 -6.8940 0.9066
H -10.3348 -6.0071 2.9542
```


2.
# C57H63Cl2O

A cluster of 8 separate species, C57H63Cl2O in total (ωB97M-V/def2-TZVPD, OMol25).

Its spin multiplicity is 1. As for the total charge: -1. As for the HOMO-LUMO gap: 4.371 eV. The HOMO energy is -2.30 eV.

The geometry in XYZ format:
```
123
C57H63Cl2O (ωB97M-V/def2-TZVPD)
C -1.6554 -2.1014 2.6670
C -0.4597 -2.6490 1.6329
O 0.7164 -2.8786 2.4446
C 1.9425 -3.2016 1.7288
C 1.7643 -3.4839 0.1276
C 1.1052 -4.9829 -0.2210
C 0.2994 -5.0265 -1.6453
C -0.8077 -3.8406 -1.8656
C -0.3285 -2.5589 -2.8231
C -1.2557 -1.2438 -3.1393
C -2.7578 -1.1685 -2.4787
C -3.2713 -2.4332 -1.5369
C -2.3111 -3.7609 -1.2189
C 2.8319 -1.7832 1.8231
Cl 2.0173 -0.3345 1.0131
C 4.4186 -2.0051 1.4052
C 5.3167 -0.6231 1.6752
Cl 5.2437 -3.4124 2.2859
H -2.0529 -3.0016 3.3307
H -2.5101 -1.6517 1.9673
H -1.1650 -1.2495 3.3016
H -0.3808 -1.8345 0.7977
H -0.9051 -3.6640 1.1894
H 1.2910 -2.6178 -0.4989
H 2.8792 -3.5846 -0.2955
H 2.0061 -5.7501 -0.3170
H 0.4490 -5.3496 0.6808
H -0.2971 -6.0570 -1.6877
H 1.0718 -4.9998 -2.5246
H 0.7641 -2.5964 -3.2924
H -0.8352 -0.3813 -3.8103
H -3.3963 -0.2085 -2.7123
H -4.3621 -2.3924 -1.0656
H -2.7128 -4.6397 -0.5333
H 2.8537 -1.5413 2.9925
H 4.4420 -2.1560 0.2295
H 6.1516 -0.8312 2.4931
H 4.6740 0.2736 2.0677
H 5.8037 -0.2507 0.6510
C -2.4619 1.7097 5.2210
C -3.5766 1.7815 6.0559
C -4.8518 1.9161 5.5079
C -5.0134 1.9691 4.1231
C -3.8990 1.8935 3.2881
C -2.6228 1.7682 3.8365
H -1.4678 1.6082 5.6486
H -3.4512 1.7333 7.1347
H -5.7196 1.9788 6.1589
H -6.0076 2.0691 3.6957
H -4.0252 1.9331 2.2089
H -1.7544 1.7149 3.1858
C 1.0750 6.9843 5.6333
C -0.0794 6.6285 6.3301
C -0.8093 5.5046 5.9443
C -0.3787 4.7300 4.8667
C 0.7778 5.0837 4.1723
C 1.5026 6.2129 4.5524
H 1.6417 7.8622 5.9322
H -0.4110 7.2282 7.1741
H -1.7124 5.2315 6.4832
H -0.9447 3.8513 4.5690
H 1.1141 4.4790 3.3336
H 2.4005 6.4913 4.0077
C -2.0312 -8.0050 1.3712
C -2.0552 -9.2168 2.0610
C -2.2089 -10.4144 1.3633
C -2.3287 -10.4009 -0.0267
C -2.3008 -9.1893 -0.7168
C -2.1565 -7.9910 -0.0182
H -1.9148 -7.0716 1.9157
H -1.9550 -9.2277 3.1435
H -2.2343 -11.3579 1.9016
H -2.4435 -11.3345 -0.5711
H -2.3925 -9.1791 -1.8002
H -2.1404 -7.0470 -0.5556
C -2.3937 7.2308 -0.3341
C -1.2899 7.5615 -1.1196
C -0.0177 7.6115 -0.5505
C 0.1520 7.3209 0.8035
C -0.9513 6.9865 1.5882
C -2.2248 6.9456 1.0210
H -3.3854 7.1952 -0.7773
H -1.4213 7.7812 -2.1762
H 0.8412 7.8758 -1.1613
H 1.1440 7.3551 1.2462
H -0.8187 6.7585 2.6429
H -3.0848 6.6904 1.6338
C 5.6967 3.6331 -1.1777
C 6.2320 4.5126 -0.2371
C 5.7569 4.5066 1.0740
C 4.7522 3.6134 1.4473
C 4.2195 2.7313 0.5075
C 4.6882 2.7437 -0.8059
H 6.0648 3.6404 -2.2003
H 7.0196 5.2038 -0.5264
H 6.1695 5.1967 1.8050
H 4.3852 3.6053 2.4702
H 3.4377 2.0342 0.7990
H 4.2691 2.0602 -1.5391
C 0.8709 9.6742 -5.4681
C 0.4867 8.7724 -4.4762
C 0.6750 7.4037 -4.6662
C 1.2572 6.9372 -5.8451
C 1.6448 7.8394 -6.8354
C 1.4480 9.2074 -6.6494
H 0.7209 10.7406 -5.3212
H 0.0394 9.1365 -3.5547
H 0.3694 6.7008 -3.8960
H 1.4085 5.8709 -5.9913
H 2.1000 7.4758 -7.7535
H 1.7450 9.9096 -7.4234
C -1.0617 -9.2488 -4.5355
C -1.7241 -8.0749 -4.8934
C -2.4708 -8.0256 -6.0701
C -2.5633 -9.1545 -6.8848
C -1.9040 -10.3295 -6.5249
C -1.1496 -10.3759 -5.3528
H -0.4771 -9.2857 -3.6200
H -1.6576 -7.1974 -4.2550
H -2.9813 -7.1088 -6.3522
H -3.1492 -9.1178 -7.7994
H -1.9775 -11.2097 -7.1590
H -0.6316 -11.2898 -5.0755
```


Energies in kcal/mol, measured from the most stable structure: 1 0.0; 2 139.7.


1.
# C2H3Cl2PS

An isolated molecule of C2H3Cl2PS (ωB97M-V/def2-TZVPD, OMol25).

Its spin multiplicity is 1. As for the HOMO-LUMO gap: 9.787 eV. The HOMO energy is -9.42 eV.

The geometry in XYZ format:
```
9
C2H3Cl2PS (ωB97M-V/def2-TZVPD)
C -0.2292 0.2193 -0.2970
C 0.7786 -0.3067 0.3116
P 2.5650 0.1966 0.0166
S 2.8460 2.0953 -0.0127
Cl 3.4265 -0.8752 1.5215
Cl 3.3380 -0.7825 -1.5257
H -1.3105 0.0424 -0.1123
H -0.1141 0.6867 -1.1846
H 0.6594 -0.7975 1.2333
```


2.
# C2H3Cl2PS

A structure of composition C2H3Cl2PS (ωB97M-V/def2-TZVPD, OMol25).

Its spin multiplicity is 1. As for the HOMO-LUMO gap (alpha / beta): 7.263 / 7.230 eV. The HOMO energy (alpha / beta) is -9.10 / -9.08 eV.

The geometry in XYZ format:
```
9
C2H3Cl2PS (ωB97M-V/def2-TZVPD)
C 0.1216 0.1805 0.4114
C -1.0319 -0.6415 0.0747
P -2.6436 0.1105 -0.4916
S 0.7631 -1.1634 1.5126
Cl -3.8447 -1.4227 -0.0528
Cl -3.1109 1.4423 0.9007
H 0.7541 0.3652 -0.4176
H -0.1269 1.0362 1.0650
H -0.7305 -1.0342 -0.8877
```


Energies in kcal/mol, measured from the most stable structure: 1 0.0; 2 59.5.


1.
# CHO2S2

A structure of composition CHO2S2 (ωB97M-V/def2-TZVPD, OMol25).

Its spin multiplicity is 3. As for the total charge: -1. As for the HOMO-LUMO gap (alpha / beta): 3.896 / 7.112 eV. The HOMO energy (alpha / beta) is -0.45 / -4.25 eV.

The geometry in XYZ format:
```
6
CHO2S2 (ωB97M-V/def2-TZVPD)
C -0.9164 0.3539 0.0505
O 0.7684 -0.3718 0.1207
O -0.9198 1.5255 0.1996
S -1.9861 -0.8495 -0.0559
S 2.1934 0.5246 -0.0634
H 0.8604 -1.1826 -0.2514
```


2.
# CHO2S2

A cluster of 2 separate species, CHO2S2 in total (ωB97M-V/def2-TZVPD, OMol25).

Its spin multiplicity is 3. As for the total charge: -1. As for the HOMO-LUMO gap (alpha / beta): 5.157 / 6.591 eV. The HOMO energy (alpha / beta) is -1.51 / -4.37 eV.

The geometry in XYZ format:
```
6
CHO2S2 (ωB97M-V/def2-TZVPD)
C -0.0949 0.8112 -0.2256
O -1.0500 -0.7826 -0.7420
O 0.9519 -1.2371 1.2021
S -0.3467 2.1831 -1.0135
S 1.0941 0.2663 0.8311
H -0.5545 -1.2410 -0.0521
```


Energies in kcal/mol, measured from the most stable structure: 1 0.0; 2 7.5.